(1)
ORCA calculation (ωB97M-V/def2-TZVPD) on a structure of composition C60H50I2N3O4PSe2TaTe.

Its relative energy (zero: lowest compared OMol25 entry of this formula, charge and spin) is 0.0 kcal/mol. The calculated total energy is -8846.2681 a.u. The gap between HOMO and LUMO comes out at 6.93 eV. The LUMO energy is -0.1037 hartree. The largest force on an atom is 0.6 eV/A.

The geometry in ORCA input format:
```
! wB97M-V def2-TZVPD RIJCOSX def2/J DEFGRID3
* xyz 1 1
Ta 0.244 -0.152 0.688
I 4.278 -6.102 3.020
I 1.990 -1.177 5.412
Te -1.861 -2.889 4.037
Se -1.687 -1.925 0.714
Se -0.168 -0.424 -1.961
P -1.738 -1.823 -1.452
O 2.034 0.248 0.306
O 2.519 3.764 -1.729
O 0.764 -1.011 2.369
O -0.216 1.664 0.216
N 3.152 -0.246 -0.406
N 1.372 -2.358 0.230
N -1.082 0.835 2.477
C 4.940 1.265 -2.993
C 1.040 3.691 0.079
C 6.204 3.643 -3.746
C -4.767 -0.720 -3.902
C -0.632 -4.765 -4.020
C -0.169 2.455 -4.624
C -2.664 3.704 6.362
C -2.166 0.102 3.152
C 2.046 6.132 2.836
C 0.762 2.754 -3.643
C 3.145 -4.378 2.765
C -4.063 -3.742 2.143
C -5.950 -1.857 2.897
C 1.429 4.960 2.125
C -1.744 -4.603 -1.473
C -2.455 3.575 3.971
C 1.573 -2.067 2.548
C -3.338 -1.254 -2.043
C 0.641 4.047 2.812
C 5.968 3.371 -2.406
C -1.698 -0.776 4.302
C -1.082 2.185 5.378
C -5.544 -0.390 -1.648
C 1.381 3.535 -1.380
C -1.477 2.595 4.111
C -4.330 -0.852 -1.156
C 4.280 -0.031 -2.530
C 1.849 -2.854 1.407
C 1.616 4.756 0.761
C 0.337 3.198 -2.394
C -3.056 4.117 5.095
C -1.673 2.745 6.502
C -1.020 3.378 -2.146
C 5.324 -0.975 -1.930
C -0.950 -5.923 -3.320
C 3.532 -0.750 -3.664
C -0.868 -3.526 -3.447
C 5.180 1.546 -4.334
C 2.615 -4.026 1.494
C 2.336 -4.242 -0.877
C -5.301 -3.710 1.517
C -1.432 -3.443 -2.174
C 1.625 -3.026 -0.866
C 2.940 -3.567 3.844
C 5.344 2.192 -2.037
C 0.292 2.768 0.806
C 2.162 -2.390 3.737
C -3.763 -2.836 3.157
C -3.559 -1.189 -3.420
C -5.760 -0.321 -3.014
C -0.822 2.021 2.895
C 2.828 -4.738 0.291
C -1.524 2.616 -4.367
C 3.222 0.344 -1.526
C -4.720 -1.903 3.541
C -1.504 -5.841 -2.051
C 0.081 2.942 2.175
C -6.243 -2.759 1.884
C -1.950 3.086 -3.132
C 5.809 2.727 -4.707
H 5.989 2.929 -5.755
H 2.506 1.117 -1.805
H -2.670 -0.481 2.388
H 2.491 -4.753 -1.816
H 2.597 5.809 3.718
H 6.049 -1.242 -2.699
H -4.516 -1.210 4.348
H -5.527 -4.423 0.735
H -6.687 -1.126 3.201
H -1.352 3.754 -1.189
H 6.264 4.082 -1.647
H 1.825 2.663 -3.830
H 3.393 -5.660 0.309
H 1.268 -2.589 -1.790
H 1.283 6.838 3.165
H 5.159 1.996 -0.987
H 2.991 -1.607 -3.260
H 6.687 4.565 -4.038
H -4.939 -0.671 -4.968
H -3.323 -4.469 1.829
H 2.237 5.437 0.190
H -0.636 -0.641 4.470
H -2.744 3.910 2.982
H 0.470 4.187 3.873
H -3.006 3.228 -2.938
H -2.896 0.822 3.528
H -0.303 1.440 5.484
H -6.706 0.040 -3.394
H -0.584 -2.627 -3.981
H -1.357 2.429 7.488
H 2.736 6.666 2.185
H 4.880 0.851 -5.103
H -2.161 -4.544 -0.474
H -6.319 -0.088 -0.958
H -0.194 -4.829 -5.006
H 4.859 -1.886 -1.551
H 2.816 -0.094 -4.160
H -0.760 -6.890 -3.764
H -2.217 -0.513 5.222
H -1.743 -6.742 -1.504
H -2.250 2.387 -5.135
H 0.162 2.105 -5.593
H -7.205 -2.730 1.392
H 4.235 -1.121 -4.409
H -3.825 4.869 4.983
H 5.856 -0.500 -1.107
H -4.166 -0.911 -0.088
H -2.792 -1.498 -4.117
H -3.128 4.134 7.238
H 3.376 -3.816 4.801
*
```


(2)
ORCA calculation (ωB97M-V/def2-TZVPD) on a cluster of 12 separate species, C60H64F8O4 in total in a non-equilibrium geometry.

Its relative energy (zero: lowest compared OMol25 entry of this formula, charge and spin) is 87.0 kcal/mol. The calculated total energy is -3424.4054 a.u. The SMILES is Fc1ccccc1.Fc1ccccc1.Fc1ccccc1.Fc1ccccc1.Fc1ccccc1.Fc1ccccc1.Fc1ccccc1.Fc1ccccc1.CC(C)=O.CC(C)=O.CC(C)=O.CC(C)=O. The gap between HOMO and LUMO comes out at 9.27 eV. The LUMO energy is 0.0046 hartree. The largest force on an atom is 3.6 eV/A.

The geometry in ORCA input format:
```
! wB97M-V def2-TZVPD RIJCOSX def2/J DEFGRID3
* xyz 0 1
F 6.080 7.492 7.826
F -0.723 -9.783 2.800
F 7.395 -0.544 -0.830
F -9.093 -0.423 1.682
F 7.454 -3.594 4.703
F -3.371 3.393 7.482
F -3.145 2.012 -5.861
F 5.116 -11.345 -5.181
O -1.356 8.200 1.832
O 4.130 5.900 -5.807
O -8.006 -3.217 -6.022
O -0.617 -0.795 2.117
C 7.991 -6.778 3.007
C -2.166 -8.096 2.113
C 0.103 3.171 8.806
C 3.497 -10.854 -3.577
C -7.706 3.284 0.469
C 4.030 -10.586 -4.794
C 3.012 6.089 -5.411
C -4.115 2.275 -8.076
C -1.873 -9.438 2.171
C -2.072 3.753 7.869
C -5.730 4.292 -6.963
C 0.253 -1.350 0.058
C 0.367 1.065 1.044
C 2.393 -10.074 -3.107
C 2.849 6.576 -3.963
C 2.603 -8.689 -5.036
C 6.759 -2.651 -3.648
C 8.151 -5.694 3.830
C 6.319 4.922 4.617
C 6.032 6.518 6.896
C 7.155 -4.700 3.980
C 6.654 5.317 6.985
C 5.555 6.947 5.675
C -5.162 2.809 -8.827
C 7.235 -2.276 -2.390
C -3.835 -9.950 0.891
C -4.828 3.636 -6.198
C 3.713 -9.453 -5.506
C -7.813 -2.831 -4.868
C -6.451 -2.947 -4.191
C 6.771 -6.980 2.340
C -8.980 -2.300 -4.096
C -2.689 -10.368 1.577
C 0.315 4.532 9.086
C -0.032 -0.388 1.159
C -1.058 2.817 8.109
C -0.558 5.556 8.646
C 5.591 -0.583 -3.907
C -8.715 0.857 1.332
C -1.718 5.104 8.044
C -2.798 9.484 3.274
C -9.111 2.964 0.323
C -4.001 2.624 -6.719
C -3.300 -7.660 1.468
C 1.935 -8.959 -3.826
C 6.826 -1.062 -1.936
C 6.783 4.433 5.853
C -6.878 2.337 1.019
C 1.805 5.718 -6.187
C 5.700 -5.995 2.505
C -9.572 1.778 0.811
C 5.948 -1.818 -4.439
C 5.952 -4.863 3.300
C -5.943 3.882 -8.300
C -7.319 1.131 1.412
C -1.514 9.228 2.461
C 5.962 -0.184 -2.610
C -0.445 10.305 2.569
C -4.188 -8.592 0.868
C 5.730 6.142 4.528
H 4.284 -9.125 -6.361
H -5.144 -8.261 0.489
H -7.473 4.299 0.180
H -5.802 2.429 1.047
H -5.769 -3.359 -4.935
H -6.313 5.108 -6.562
H 1.117 -8.365 -3.445
H 7.969 -2.857 -1.852
H 1.045 4.877 9.802
H 2.500 5.825 -3.254
H -9.038 -2.760 -3.110
H 6.465 4.309 3.740
H -6.524 -3.620 -3.336
H -2.627 9.833 4.292
H 7.325 3.502 5.917
H -0.800 11.281 2.237
H 0.724 2.462 9.333
H 7.123 -3.610 -3.985
H 5.619 0.759 -2.210
H -1.225 1.755 8.010
H -3.409 1.554 -8.459
H -10.626 1.553 0.734
H -0.287 1.743 1.593
H -2.412 -11.400 1.739
H 5.582 -2.248 -5.360
H -3.657 -6.644 1.552
H -4.801 3.854 -5.141
H 0.359 10.032 1.886
H 1.864 4.843 -6.835
H -8.922 -1.249 -3.812
H 9.069 -5.474 4.355
H -6.143 -2.008 -3.731
H -0.569 6.618 8.841
H 3.618 -11.773 -3.024
H -4.543 -10.645 0.463
H -9.696 3.702 -0.207
H 7.008 4.966 7.943
H -5.340 2.480 -9.840
H 6.760 -7.888 1.755
H 0.947 5.435 -5.578
H -1.453 -7.434 2.582
H 0.314 1.343 -0.009
H -2.586 5.734 7.919
H 1.341 -1.403 0.013
H 3.783 6.987 -3.582
H -3.456 8.617 3.218
H -9.886 -2.302 -4.702
H 2.488 -7.779 -5.606
H -6.667 0.425 1.904
H -6.740 4.342 -8.865
H 2.092 7.355 -4.053
H 2.040 -10.347 -2.124
H -0.192 10.422 3.622
H 1.402 1.324 1.265
H 5.179 -4.109 3.277
H 1.530 6.501 -6.894
H -3.250 10.333 2.760
H 4.746 -6.160 2.027
H 4.832 0.011 -4.394
H -0.166 -1.044 -0.900
H 8.742 -7.549 2.921
H 5.465 6.478 3.537
H 5.097 7.924 5.711
H -0.200 -2.324 0.243
*
```


> Which of these has the highest LUMO energy?

C60H64F8O4


> The highest relative energy (zero: lowest compared OMol25 entry of this formula, charge and spin) belongs to which entry?

C60H64F8O4


> What is the formula in the first record?

C60H50I2N3O4PSe2TaTe